(1)
A structure of composition C26H18IrNO6PSe3Te in a non-equilibrium geometry. Source: the Open Molecules 2025 dataset; level of theory: ωB97M-V/def2-TZVPD.

Output
- 2S+1 = 2
- E_tot (eV) = -256489.88053
- energy above the lowest of the compared OMol25 structures with the same formula, charge and spin (eV) = 3.848
- highest occupied orbital energy (spin up / spin down) (eV) = -7.124 / -7.150
- maximum force (eV Å⁻¹) = 4.12
- orbital gap (spin up / spin down) (eV) = 5.7 / 5.3

The geometry in XYZ format:
```
57
Properties=species:S:1:pos:R:3:forces:R:3:nbo_charge:R:1
Ir 1.911 0.992 -0.833 -0.9 -2.0 3.5 0.870
O 0.470 4.991 -1.729 -0.3 0.3 0.3 -0.647
C 0.991 3.879 -1.244 0.5 -0.5 -1.3 0.791
O 1.657 3.121 -1.934 -0.3 0.5 0.1 -0.589
C 0.723 3.613 0.180 -0.2 0.0 0.9 0.073
C -0.078 4.397 1.005 0.3 0.0 -0.4 -0.186
C -0.253 4.015 2.325 0.2 -0.5 0.2 -0.156
C 0.355 2.849 2.780 0.0 0.5 -0.2 -0.171
C 1.122 2.111 1.892 0.3 -0.2 0.2 0.126
N 1.306 2.493 0.634 -0.8 -0.5 -0.9 -0.418
C 1.814 0.814 2.306 -0.1 0.3 -0.1 0.742
O 1.789 0.463 3.469 -0.1 0.1 0.2 -0.624
O 2.395 0.197 1.346 -0.1 0.0 -1.6 -0.753
H 0.625 5.033 -2.688 0.1 -0.2 0.1 0.522
H -0.548 5.281 0.608 0.0 0.1 -0.1 0.247
H -0.857 4.610 2.994 -0.1 0.0 0.0 0.232
H 0.270 2.504 3.797 0.0 -0.1 0.1 0.261
O -1.010 1.826 -3.640 -0.1 -0.1 -0.2 -0.615
C -0.868 0.980 -2.781 -0.2 0.3 -0.4 0.779
O -0.384 1.209 -1.596 -0.1 0.3 0.3 -0.819
C -1.272 -0.449 -2.943 0.2 -0.2 0.1 -0.161
C -1.991 -0.911 -4.033 0.1 0.1 0.1 -0.158
C -2.364 -2.241 -4.083 0.0 0.0 0.0 -0.194
C -2.020 -3.097 -3.047 -0.1 -0.1 0.0 -0.200
C -1.293 -2.642 -1.962 0.1 0.0 0.1 -0.210
C -0.900 -1.311 -1.911 0.1 0.1 -0.4 -0.283
P -0.032 -0.601 -0.486 1.6 0.9 -0.5 1.387
C -1.408 -0.183 0.630 0.4 0.2 0.1 -0.423
C -2.068 -1.219 1.290 0.1 0.0 0.0 -0.178
C -3.096 -0.934 2.169 -0.1 -0.1 0.0 -0.214
C -3.487 0.379 2.381 0.0 0.0 0.0 -0.175
C -2.859 1.406 1.698 -0.1 0.0 0.1 -0.238
C -1.823 1.127 0.826 0.1 0.0 0.0 -0.113
C 0.738 -2.075 0.315 0.2 0.3 -0.2 -0.420
C 0.831 -2.229 1.697 -0.1 0.1 -0.1 -0.191
C 1.595 -3.252 2.231 0.0 -0.1 0.1 -0.162
C 2.292 -4.117 1.402 0.0 0.0 0.0 -0.206
C 2.228 -3.957 0.027 0.0 0.0 0.0 -0.215
C 1.463 -2.936 -0.508 -0.2 0.0 -0.2 -0.189
H -2.261 -0.219 -4.816 0.0 0.1 -0.1 0.239
H -2.932 -2.615 -4.921 -0.1 0.0 -0.1 0.218
H -2.326 -4.132 -3.078 0.0 -0.1 0.0 0.218
H -1.034 -3.315 -1.157 0.0 -0.1 0.0 0.228
H -1.772 -2.245 1.126 0.0 0.0 0.0 0.229
H -3.585 -1.738 2.700 -0.1 0.0 0.0 0.220
H -4.281 0.603 3.077 -0.1 0.0 0.1 0.216
H -3.171 2.429 1.846 0.0 0.1 0.0 0.213
H -1.340 1.925 0.286 0.0 0.0 0.0 0.220
H 0.325 -1.542 2.361 0.0 0.0 0.1 0.227
H 1.652 -3.368 3.303 0.0 0.0 0.1 0.212
H 2.891 -4.910 1.823 0.1 -0.1 0.1 0.214
H 2.790 -4.611 -0.627 0.0 0.0 0.0 0.219
H 1.422 -2.799 -1.585 0.1 0.0 0.1 0.235
Se 3.011 -0.534 -2.457 -1.0 1.2 -0.3 -0.258
Se 4.735 -1.410 -1.271 0.8 -0.4 1.3 -0.183
Te 5.095 0.067 0.834 0.4 0.0 -1.0 0.675
Se 4.821 2.278 -0.029 -0.3 -0.3 0.0 -0.468
```
Forces are in eV/Å.

(2)
A structure of composition C26H19ClO2S in a non-equilibrium geometry. Source: the Open Molecules 2025 dataset; level of theory: ωB97M-V/def2-TZVPD.

Output
- 2S+1 = 1
- E_tot (eV) = -54717.37220
- energy above the lowest of the compared OMol25 structures with the same formula, charge and spin (eV) = 0.997
- highest occupied orbital energy (eV) = -7.205
- maximum force (eV Å⁻¹) = 3.56
- orbital gap (eV) = 6.7

The geometry in XYZ format:
```
49
Properties=species:S:1:pos:R:3:forces:R:3:nbo_charge:R:1
Cl -0.136 -1.480 0.251 0.3 0.9 0.1 0.598
C -1.119 -0.188 -0.150 -3.5 0.6 -0.4 -1.036
S -2.513 -0.125 0.782 -0.6 -0.7 -0.4 2.177
C -3.923 -0.314 -0.296 -0.6 0.7 0.2 -0.331
C -4.621 0.839 -0.642 -0.3 -0.5 -0.1 -0.200
C -5.931 0.713 -1.114 0.2 0.1 -0.2 -0.215
C -6.525 -0.545 -1.248 0.4 0.1 -0.2 -0.208
C -5.779 -1.695 -0.975 0.4 0.1 -0.1 -0.236
C -4.469 -1.588 -0.505 -0.2 0.2 -0.1 -0.128
O -2.658 -1.372 1.527 1.1 0.4 0.5 -0.984
O -2.611 1.146 1.475 -0.3 -0.4 -0.5 -0.941
H -0.935 0.424 -1.029 0.0 -0.5 0.2 0.249
H -4.132 1.802 -0.491 -0.4 -0.2 0.0 0.234
H -6.471 1.617 -1.378 -0.1 -0.2 0.0 0.213
H -7.543 -0.636 -1.621 0.2 0.1 0.2 0.214
H -6.200 -2.687 -1.134 0.0 0.3 0.1 0.214
H -3.895 -2.485 -0.273 -0.2 0.4 0.1 0.227
C 1.176 -0.196 0.081 3.5 -0.2 0.2 -0.034
C 1.572 -0.120 -1.379 -0.2 0.1 -0.2 0.008
C 1.337 -1.176 -2.263 0.2 -0.5 -0.2 -0.233
C 2.003 -1.256 -3.487 0.0 0.3 0.4 -0.202
C 2.872 -0.229 -3.855 -0.3 -0.1 -0.1 -0.209
C 2.976 0.904 -3.055 -0.1 0.1 0.2 -0.189
C 2.321 0.977 -1.826 0.2 -0.4 -0.1 -0.231
C 1.027 1.142 0.806 -0.3 -0.2 1.0 0.053
C 1.600 1.032 2.091 0.7 0.6 -0.6 -0.063
C 1.818 2.157 2.891 -0.3 -0.1 0.0 -0.188
C 1.552 3.427 2.373 -0.5 -0.2 -0.2 -0.185
C 1.006 3.552 1.085 -0.1 -0.5 -0.2 -0.215
C 0.663 2.404 0.335 0.0 0.3 0.1 -0.182
C 2.252 -0.281 2.207 0.6 -0.7 0.1 0.026
C 2.225 -0.913 0.960 -0.1 0.2 0.3 -0.070
C 2.858 -2.123 0.727 -0.3 0.0 0.1 -0.219
C 3.350 -2.825 1.835 0.2 0.5 0.0 -0.202
C 3.392 -2.199 3.091 0.3 -0.3 -0.4 -0.206
C 2.952 -0.885 3.248 -0.4 0.2 -0.1 -0.197
H 0.652 -1.990 -2.005 0.4 0.3 0.0 0.224
H 1.853 -2.137 -4.109 0.1 0.3 0.0 0.222
H 3.427 -0.309 -4.782 0.0 0.1 0.0 0.219
H 3.577 1.754 -3.360 0.0 -0.2 -0.1 0.219
H 2.435 1.860 -1.200 0.1 -0.3 -0.2 0.234
H 2.191 2.024 3.908 0.1 0.1 -0.3 0.218
H 1.696 4.320 2.989 0.1 -0.4 -0.3 0.223
H 0.869 4.549 0.645 -0.2 -0.5 0.3 0.223
H 0.149 2.512 -0.626 0.3 0.0 0.3 0.226
H 2.937 -2.499 -0.292 -0.2 -0.2 0.2 0.227
H 3.752 -3.825 1.700 0.0 0.2 0.1 0.221
H 3.828 -2.746 3.931 -0.1 0.3 -0.2 0.221
H 3.142 -0.330 4.159 -0.2 -0.2 0.2 0.215
```
Forces are in eV/Å.

(3)
A structure of composition C26H19F12N2O2Sn. Source: the Open Molecules 2025 dataset; level of theory: ωB97M-V/def2-TZVPD.

Output
- 2S+1 = 1
- E_tot (eV) = -72792.60883
- charge = -1
- energy above the lowest of the compared OMol25 structures with the same formula, charge and spin (eV) = 0.000
- highest occupied orbital energy (eV) = -4.327
- maximum force (eV Å⁻¹) = 0.20
- orbital gap (eV) = 7.0

The geometry in XYZ format:
```
62
Properties=species:S:1:pos:R:3:forces:R:3:nbo_charge:R:1
Sn 0.041 0.086 -0.619 0.0 0.1 0.2 1.399
C 1.401 -5.282 3.136 0.0 0.0 0.0 -0.621
C 1.034 -3.874 2.748 0.0 0.0 0.0 -0.083
C -0.134 -3.276 3.208 0.0 0.0 0.0 -0.157
C -0.461 -1.998 2.808 0.0 0.0 0.0 -0.278
C 0.354 -1.256 1.947 0.0 0.0 0.0 0.263
N -0.105 0.008 1.518 0.1 -0.1 0.0 -0.863
C -0.050 1.065 2.400 0.0 0.1 0.0 0.307
C 0.370 0.855 3.732 0.0 0.0 0.0 -0.300
C 0.379 1.856 4.679 0.0 -0.1 0.0 -0.177
C -0.023 3.145 4.365 0.0 0.0 0.0 -0.119
C 0.001 4.260 5.377 0.0 0.0 0.0 -0.614
C -0.404 3.376 3.052 0.0 0.0 0.0 -0.122
C -0.409 2.400 2.059 0.0 -0.1 0.0 -0.164
C -0.826 2.786 0.631 0.0 0.0 0.0 0.109
O -0.185 2.120 -0.376 0.0 -0.1 0.0 -0.906
C -0.536 4.286 0.304 0.0 0.1 0.0 0.970
F -1.362 5.172 0.918 0.0 0.0 0.0 -0.344
F -0.666 4.531 -1.005 0.0 0.0 0.0 -0.317
F 0.715 4.618 0.643 0.0 0.0 0.0 -0.319
C -2.360 2.554 0.511 -0.1 0.0 0.0 0.953
F -2.629 1.241 0.616 0.0 0.0 0.0 -0.328
F -3.072 3.173 1.472 0.0 0.0 0.0 -0.331
F -2.865 2.959 -0.668 0.0 0.0 0.0 -0.329
C 1.553 -1.840 1.490 -0.1 0.0 0.0 -0.139
C 1.853 -3.141 1.905 0.0 0.0 0.0 -0.138
C 2.573 -1.058 0.615 0.0 0.0 0.1 0.103
O 2.098 -0.029 -0.136 -0.2 0.0 0.0 -0.886
C 3.636 -0.464 1.582 0.0 0.0 0.0 0.960
F 4.645 0.124 0.922 0.0 0.0 0.0 -0.323
F 3.078 0.456 2.371 0.0 0.0 0.0 -0.313
F 4.198 -1.389 2.396 0.0 0.0 0.0 -0.340
C 3.290 -2.016 -0.393 0.0 0.0 -0.1 0.958
F 4.175 -2.886 0.155 0.0 0.0 0.0 -0.343
F 2.379 -2.756 -1.052 0.0 0.0 0.0 -0.329
F 3.977 -1.333 -1.312 0.0 0.0 0.0 -0.313
H 0.821 -5.616 3.997 0.0 0.0 0.0 0.205
H 2.459 -5.359 3.392 0.0 0.0 0.0 0.213
H 1.211 -5.980 2.317 0.0 0.0 0.0 0.213
H -0.791 -3.820 3.880 0.0 0.0 0.0 0.191
H -1.365 -1.517 3.163 0.0 0.0 0.0 0.217
H 0.708 -0.129 4.019 0.0 0.0 0.0 0.211
H 0.711 1.623 5.686 0.0 0.0 0.0 0.193
H -0.056 3.867 6.394 0.0 0.0 0.0 0.202
H -0.839 4.944 5.237 0.0 0.0 0.0 0.206
H 0.918 4.851 5.306 0.0 0.0 0.0 0.205
H -0.710 4.381 2.801 0.0 0.0 0.0 0.202
H 2.773 -3.603 1.576 0.0 0.0 0.0 0.212
C -6.876 0.102 0.687 0.0 0.0 0.0 -0.632
C -5.567 -0.531 0.311 0.0 0.0 0.0 0.024
C -5.025 -0.392 -0.958 0.0 0.0 0.0 -0.267
C -3.796 -0.970 -1.240 0.1 0.0 0.0 0.051
N -3.092 -1.674 -0.361 -0.1 -0.1 0.0 -0.423
C -3.620 -1.818 0.853 0.0 0.0 0.0 0.046
C -4.835 -1.272 1.231 0.0 0.0 0.0 -0.260
H -7.288 0.679 -0.141 0.0 0.0 0.0 0.214
H -6.750 0.772 1.538 0.0 0.0 0.0 0.226
H -7.608 -0.657 0.971 0.0 0.0 0.0 0.216
H -5.536 0.187 -1.718 0.0 0.0 0.0 0.210
H -3.342 -0.838 -2.217 0.0 0.0 0.0 0.195
H -3.031 -2.390 1.561 0.0 0.0 0.0 0.196
H -5.197 -1.411 2.244 0.0 0.0 0.0 0.208
```
Forces are in eV/Å.